ORCA calculation (ωB97M-V/def2-TZVPD) on 9 unconnected molecules or ions with the total composition C44H84ClIN3O10P2S2.

Net charge: +1
LUMO level, eV: -3.490
HOMO level, Eh: -0.3650
Orbital gap, eV: 6.4424

The geometry in XYZ format:
```
147
Properties=species:S:1:pos:R:3:forces:R:3
C 4.59254 -2.88625 0.62137 -0.34 -0.73 -0.56
C 5.79159 -2.56597 -0.34311 0.47 0.15 0.97
C 6.55456 -1.21102 0.00344 -0.49 -0.32 -0.98
C 6.12500 -0.14104 -1.08902 0.73 0.16 0.42
C 5.97693 1.34172 -0.52659 -0.57 0.03 -1.07
C 4.58038 1.89899 -0.98041 -0.64 -0.57 1.75
C 3.42666 1.54875 -0.13516 -0.54 0.71 -1.95
C 3.64263 0.67515 1.13428 0.35 0.44 0.38
C 3.92627 1.59060 2.41813 0.09 -0.64 0.00
C 2.08362 2.01364 -0.53805 1.77 -0.20 -0.03
C 0.87329 1.59814 0.33683 -0.33 0.69 -0.74
C -0.01778 2.78323 0.89347 0.13 -0.91 0.81
C -1.49010 2.23970 1.04652 0.74 0.25 0.41
S -2.40339 2.00558 -0.53427 -0.18 -0.85 0.21
C -2.62462 0.23277 -0.87830 -1.10 -0.87 0.52
S -4.17687 -0.25903 -1.19877 1.16 0.68 -0.13
N -1.54636 -0.73309 -0.87801 -0.44 1.14 0.02
C -1.57100 -1.62432 -2.04804 1.08 -0.74 -0.67
C -1.36499 -0.86935 -3.42772 -0.18 -1.00 -0.01
C -1.42890 -1.46718 0.40666 1.10 -0.15 0.01
C 0.10732 -1.71132 0.77538 -0.60 -0.63 0.18
C 1.99956 2.81802 -1.78039 2.17 -0.64 0.41
I 0.13489 3.53440 -2.53962 0.87 -0.56 0.48
C 3.20223 3.12438 -2.54789 -2.66 -0.73 1.59
P 3.10953 4.17805 -4.14958 0.89 0.22 -2.43
O 2.04722 3.40726 -5.22826 0.42 1.01 2.30
Cl 2.33878 6.10257 -3.66822 -0.19 -1.07 0.28
N 4.46856 2.64930 -2.13610 -1.17 -0.73 2.01
P 5.84092 3.10276 -3.21263 0.90 1.09 -2.47
N 6.91442 1.76541 -3.41157 0.32 1.35 1.22
O 6.70010 4.27036 -2.33433 -0.98 -1.45 -0.58
H 4.41670 -3.99747 0.57703 0.17 1.16 0.17
H 3.62110 -2.42850 0.27366 1.01 -0.13 0.41
H 4.78120 -2.61170 1.68828 -0.04 -0.10 -0.87
H 5.41118 -2.52684 -1.39178 0.43 -0.11 0.75
H 6.55045 -3.38506 -0.27869 -0.83 0.47 -0.08
H 6.34915 -0.87735 1.05306 0.02 -0.27 -0.85
H 7.66477 -1.38702 -0.05092 -1.07 0.29 0.00
H 5.16158 -0.40853 -1.58793 0.72 -0.05 0.54
H 6.91214 -0.17277 -1.88574 -0.92 0.19 0.64
H 6.03980 1.29561 0.58476 -0.10 0.44 -0.93
H 6.77810 2.00691 -0.92668 -0.55 -0.47 0.57
H 4.53231 0.00380 1.04713 -1.00 0.61 -0.40
H 2.77751 -0.01108 1.33227 0.82 0.76 -0.38
H 4.13634 2.65233 2.15028 -0.23 -0.81 0.20
H 4.82373 1.17418 2.94994 -0.82 0.50 -0.42
H 3.07689 1.53558 3.13928 0.59 0.24 -0.61
H 0.20609 0.96044 -0.30792 0.55 0.53 0.30
H 1.15396 0.96758 1.21577 0.00 0.64 -0.99
H 0.35396 2.99981 1.93675 -0.39 -0.08 -0.96
H 0.06895 3.74058 0.33122 -0.28 -0.88 0.26
H -1.52815 1.26338 1.60110 0.23 1.04 -0.45
H -2.07985 2.95970 1.66640 0.31 -0.76 -0.75
H -2.46144 -2.31716 -2.06084 0.58 0.91 0.04
H -0.67725 -2.30637 -1.94245 -0.85 0.65 0.17
H -0.37354 -1.15266 -3.87641 -0.84 0.42 0.55
H -1.41228 0.24145 -3.33957 -0.17 -0.90 -0.07
H -2.13262 -1.28096 -4.13830 0.61 0.84 0.56
H -1.90227 -2.47835 0.26577 0.01 0.98 0.45
H -1.92886 -0.87837 1.22227 0.34 -0.73 -0.84
H 0.80234 -1.10185 0.15269 -0.68 -0.32 0.55
H 0.23877 -1.50100 1.87225 0.16 -0.19 -1.06
H 0.37809 -2.78752 0.58734 -0.23 1.01 0.30
H 1.45323 4.07930 -5.63051 0.49 -0.30 -0.09
H 7.08361 1.57017 -4.40132 -0.45 0.27 0.32
H 7.81908 2.03693 -2.99914 -0.34 -0.59 -0.02
H 6.52993 5.08785 -2.84460 0.19 -0.34 0.45
C 3.96034 -7.99716 1.20431 0.23 0.24 0.22
C 4.04595 -7.07636 0.01521 0.14 0.19 -0.10
O 4.73967 -6.07913 0.03737 -0.10 -0.22 0.03
C 3.23724 -7.44255 -1.19911 0.09 0.32 -0.16
H 4.59180 -7.61260 2.00573 -0.02 -0.01 -0.08
H 2.92998 -8.04693 1.56175 -0.02 -0.21 -0.13
H 4.31071 -8.99350 0.92931 -0.21 -0.05 0.01
H 2.17596 -7.46647 -0.94334 0.03 -0.25 0.00
H 3.55622 -8.41480 -1.57943 -0.18 -0.07 0.09
H 3.39371 -6.69413 -1.97670 0.05 -0.05 0.07
C -4.50894 1.34560 5.20848 0.46 -0.05 -0.17
C -3.85640 2.33105 4.28284 0.08 -0.29 -0.03
O -3.21493 1.96237 3.31546 -0.18 0.13 0.25
C -4.02782 3.79429 4.59731 0.23 0.08 -0.35
H -4.30425 0.33331 4.86125 -0.07 0.08 0.00
H -4.10686 1.45870 6.21759 -0.23 0.14 0.06
H -5.58435 1.50198 5.21379 0.10 0.09 0.25
H -3.60400 4.01556 5.57819 -0.22 0.00 0.07
H -5.08677 4.05707 4.57812 0.02 0.00 0.23
H -3.50561 4.38993 3.84737 -0.04 -0.04 0.04
C -8.82054 0.30080 2.98387 -0.06 0.08 0.36
C -7.39943 -0.02892 3.36228 0.15 -0.06 0.24
O -7.02265 0.03207 4.51545 -0.38 -0.24 -0.84
C -6.46468 -0.43704 2.25248 0.22 -0.03 0.26
H -9.37825 0.57739 3.87936 0.06 -0.01 -0.05
H -8.83511 1.14184 2.28828 -0.06 -0.15 -0.15
H -9.29623 -0.57043 2.52917 0.03 0.11 -0.20
H -6.37470 0.37156 1.52420 -0.09 -0.13 -0.13
H -6.83683 -1.34085 1.76588 -0.06 0.13 -0.16
H -5.47819 -0.64404 2.66832 -0.06 0.04 -0.02
C -1.18606 -8.40042 2.10849 0.13 -0.25 -0.19
C -0.50058 -7.45469 1.15730 0.13 -0.16 -0.23
O 0.15528 -7.86422 0.22302 -0.07 0.11 0.18
C -0.66239 -5.97748 1.41287 0.19 0.10 -0.26
H -0.98431 -9.42744 1.80464 0.00 0.09 0.00
H -0.80390 -8.25255 3.12035 -0.19 0.09 0.04
H -2.26455 -8.23371 2.08646 0.03 0.09 0.19
H -0.25702 -5.72268 2.39400 -0.20 0.02 0.06
H -1.71797 -5.70405 1.35997 0.01 0.01 0.21
H -0.11686 -5.41777 0.65218 -0.03 -0.07 0.03
C 3.16978 4.48215 -9.14491 -0.15 -0.08 0.41
C 2.27898 5.47065 -8.44416 -0.02 -0.17 0.12
O 1.97618 5.33151 -7.27455 -0.13 0.14 -0.08
C 1.77608 6.64098 -9.24728 -0.19 0.14 0.37
H 3.45542 3.69489 -8.44732 0.01 0.07 -0.06
H 2.63644 4.03081 -9.98364 0.13 0.13 -0.13
H 4.07209 4.97971 -9.49768 -0.10 -0.08 -0.20
H 1.18189 6.28496 -10.09058 0.18 0.04 -0.11
H 2.61833 7.23547 -9.60558 -0.04 -0.10 -0.19
H 1.14725 7.26949 -8.61632 0.05 -0.05 -0.04
C 7.75742 5.49312 -8.78766 -0.20 -0.19 0.21
C 7.06404 4.97296 -10.02101 -0.20 -0.24 -0.06
O 6.16242 4.16469 -9.94422 0.25 0.16 0.02
C 7.53576 5.49733 -11.35221 -0.25 -0.19 -0.14
H 7.31649 5.03136 -7.90367 0.01 0.02 -0.08
H 8.81871 5.24052 -8.82299 0.03 0.21 -0.04
H 7.63125 6.57520 -8.71806 0.21 0.01 -0.06
H 8.58724 5.24488 -11.50030 0.03 0.21 0.03
H 7.39978 6.57964 -11.39551 0.22 0.01 0.02
H 6.95019 5.03879 -12.14892 0.04 0.02 0.08
C -6.55667 -0.55340 9.65890 0.28 0.23 0.22
C -6.50933 0.41170 8.50228 0.06 0.22 0.00
O -5.82522 1.41496 8.54428 -0.05 -0.17 -0.01
C -7.34332 0.08192 7.29320 0.19 0.50 0.22
H -5.90980 -0.19131 10.45872 -0.04 0.00 -0.07
H -7.57686 -0.62801 10.03913 0.00 -0.22 -0.13
H -6.20322 -1.53515 9.33880 -0.24 -0.06 0.00
H -8.39737 0.03604 7.57131 0.05 -0.27 0.02
H -7.02354 -0.87003 6.86995 -0.23 -0.05 0.07
H -7.21364 0.85686 6.54560 -0.01 -0.05 0.17
C -9.65470 -3.05599 5.34669 0.32 -0.08 0.09
C -10.02291 -2.47114 6.68666 0.19 0.01 0.28
O -9.22080 -2.41950 7.59279 -0.15 -0.07 -0.14
C -11.42862 -1.95322 6.85247 0.08 0.10 0.30
H -8.61636 -3.38754 5.37043 -0.07 0.04 0.03
H -10.29213 -3.91460 5.12726 -0.09 0.13 -0.14
H -9.76349 -2.29837 4.56788 -0.17 -0.09 -0.05
H -12.14430 -2.76310 6.69970 -0.04 0.10 -0.18
H -11.61524 -1.14758 6.13948 -0.12 -0.14 -0.10
H -11.55263 -1.56250 7.86243 0.03 -0.04 -0.07
```
Positions in Å, forces in eV/Å.

ORCA calculation (ωB97M-V/def2-TZVPD) on a molecular structure, C9H15GeNS5Sn.

Energy relative to the best compared isomer or geometry (same formula, charge and spin), kJ/mol: 55.86
LUMO level, eV: -1.243
HOMO level, Eh: -0.2715
Orbital gap, eV: 6.1457

The geometry in XYZ format:
```
32
Properties=species:S:1:pos:R:3:forces:R:3
Sn -0.40818 -1.20704 1.92905 1.01 -0.73 0.57
S -0.84068 -1.93303 4.30880 -0.10 0.89 -0.49
S -0.66580 -3.92130 3.95118 0.10 -0.54 -0.23
S -2.11501 -4.22472 2.54590 -0.28 -0.08 0.33
S -1.34208 -3.29638 0.88623 0.34 0.73 -0.22
S -2.52987 0.64963 2.23467 0.11 -0.62 0.67
C -2.62323 1.35149 0.71855 0.03 0.02 -0.21
N -2.71764 0.57354 -0.39611 0.04 0.21 0.32
C -2.72702 1.07883 -1.64705 0.04 0.30 -0.45
C -2.63893 2.42485 -1.84830 -0.04 0.00 0.13
C -2.59045 3.28179 -0.72413 -0.04 -0.39 -0.12
C -2.60381 2.75045 0.53120 0.03 -0.04 -0.15
H -2.78408 -0.42897 -0.23572 0.04 0.08 -0.08
H -2.80974 0.36796 -2.45641 0.05 -0.03 0.04
H -2.61795 2.83153 -2.84521 -0.04 -0.08 -0.11
H -2.54049 4.35109 -0.85419 0.00 0.11 -0.07
H -2.56898 3.35920 1.41881 0.05 0.08 0.05
C 4.26358 -0.93607 -0.22914 -0.50 0.07 -0.02
Ge 2.30487 -0.61934 -0.23376 -0.02 -0.06 0.21
C 1.41583 -1.90253 -1.44092 0.16 0.18 0.21
C 1.99986 1.24341 -0.85470 0.14 -0.49 0.00
C 1.67692 -0.97227 1.60186 -1.02 0.24 -0.50
H 4.67445 -0.85473 -1.23192 0.01 0.02 -0.14
H 4.47382 -1.92992 0.15385 0.03 -0.11 0.06
H 4.75989 -0.20449 0.40226 0.04 0.07 0.10
H 1.80225 -1.86929 -2.45663 0.04 0.07 -0.08
H 0.34408 -1.71773 -1.47111 -0.17 0.06 -0.05
H 1.55888 -2.90660 -1.05014 0.03 -0.12 0.05
H 2.36348 1.33837 -1.87209 0.07 0.07 -0.26
H 2.54933 1.94653 -0.23862 0.08 0.10 0.18
H 0.94903 1.51431 -0.83757 -0.22 -0.02 0.05
H 1.98766 -0.13854 2.24135 -0.02 0.01 0.20
```
Positions in Å, forces in eV/Å.

ORCA calculation (ωB97M-V/def2-TZVPD) on a single C9H13NO molecule.

Energy relative to the best compared isomer or geometry (same formula, charge and spin), kJ/mol: 640.83
LUMO level (spin up / spin down), eV: 0.758 / 0.102
HOMO level (spin up / spin down), Eh: -0.3059 / -0.2483
Orbital gap (spin up / spin down), eV: 9.0817 / 6.8599

The geometry in XYZ format:
```
24
Properties=species:S:1:pos:R:3:forces:R:3
C 1.74175 -1.02382 1.63658 0.50 -0.55 1.56
C 1.04407 -1.27995 0.57443 -1.73 0.49 1.25
C -0.37064 0.11960 -1.63735 -1.83 1.34 2.48
C -0.47249 -0.91764 0.53471 0.56 0.07 -0.98
C 0.00813 1.54534 -0.17526 -1.89 -0.46 0.32
C -0.96518 0.35310 -0.23514 -0.58 -0.86 0.13
C 1.46666 -2.03517 -0.59309 1.14 2.79 -1.86
C 0.60328 2.36163 0.90515 -1.45 -0.80 0.46
C -2.53988 0.43379 -0.14377 3.76 -0.40 4.33
N 0.56686 1.05305 -1.35198 3.47 1.02 -2.62
O -0.73635 -0.57348 -2.52339 0.30 -0.89 -1.99
H 1.60696 -0.95396 2.73064 0.07 0.57 -0.97
H -0.99966 -1.73028 0.04182 0.03 -0.38 -0.12
H -0.83168 -0.90781 1.50920 -0.68 0.26 1.98
H 0.83422 -1.57350 -1.35078 0.71 -1.15 -0.80
H 1.36867 -3.04752 -0.54189 -1.20 -2.88 0.44
H 2.52102 -1.96991 -0.85001 0.18 0.68 0.00
H -0.15758 2.69401 1.68640 0.87 -0.24 -1.32
H 1.14127 3.16327 0.46242 0.44 1.01 -0.02
H 1.28063 1.70920 1.41238 0.93 -0.27 0.75
H -2.91109 1.04625 -0.85060 -1.42 2.21 -2.22
H -2.72112 0.78971 0.93279 -0.28 -0.37 -1.63
H -2.88904 -0.55357 -0.24593 -0.70 -1.16 -0.17
H 1.41118 1.29766 -1.92731 -1.20 -0.03 0.97
```
Positions in Å, forces in eV/Å.